No. 1
ORCA calculation (the ωB97M-V functional and the def2-TZVPD basis) on 2 unconnected molecules or ions with the total composition C19H21N3 at a distorted geometry.

Last column: natural (NBO) charge in e.
Atoms and positions in Å:
N  -2.41317  0.59840  0.80862  -0.669
N  -0.25396  -1.83228  0.06384  -0.355
N  1.46214  1.11589  -0.56654  -0.492
C  -3.45977  -0.86828  -0.84974  -0.324
C  -4.76207  -0.22074  1.16425  -0.177
C  2.80933  1.10331  -0.98776  -0.227
C  -0.94765  0.70606  0.30838  0.052
C  -4.67057  -1.48379  -1.36898  -0.191
C  -1.03125  1.42586  -1.06532  -0.336
C  4.87523  0.33852  0.01914  -0.215
C  5.52641  -0.90884  0.63842  -0.151
C  -5.80508  -1.48906  -0.65240  -0.225
C  5.13173  -2.19855  0.59743  -0.312
C  -0.48894  -0.75768  0.11044  0.284
C  3.83099  -2.28215  -0.00630  -0.059
C  3.57025  -0.23577  -0.43989  0.076
C  0.42516  1.97533  -1.04621  -0.161
C  3.02545  -1.37211  -0.56730  -0.344
C  1.23973  1.11318  1.01861  -0.267
C  -0.15080  1.09507  1.43846  -0.448
C  -5.90913  -0.94451  0.83589  -0.169
C  -3.50173  -0.29719  0.21053  0.226
H  -2.63728  0.89826  1.91853  0.395
H  -1.68665  2.38301  -0.86339  0.221
H  5.66163  -3.04381  0.90580  0.236
H  -0.44799  0.82809  2.58701  0.281
H  2.68097  1.04847  -2.05390  0.221
H  3.39287  -3.52147  0.02210  0.185
H  -2.65892  -0.65520  -1.41630  0.209
H  0.69197  2.12784  -2.47045  0.163
H  5.26593  1.18786  -0.11362  0.192
H  1.70431  2.19927  1.36841  0.189
H  -6.63094  -2.22944  -0.98891  0.212
H  0.50177  3.00519  -0.59685  0.182
H  1.84175  0.22107  1.55069  0.248
H  3.19609  2.06710  -0.45120  0.160
H  -4.75070  0.38567  1.92462  0.178
H  -4.67612  -1.95537  -2.30879  0.215
H  6.64274  -0.47994  0.93998  0.195
H  -1.39229  0.90510  -1.66648  0.173
H  -6.69893  -0.72513  1.30374  0.183
H  2.08862  -1.48388  -0.78658  0.247
H  -0.59109  2.25668  1.53200  0.199

Properties
**HOMO-LUMO gap**: 8.9 eV
**Max |F|**: 0.3639 Eh/bohr
**HOMO**: -8.260 eV
**Total energy**: -24499.0208 eV
**ΔE to the lowest compared entry with this formula, charge and spin**: 361.0 kcal/mol

No. 2
ORCA calculation (the ωB97M-V functional and the def2-TZVPD basis) on 10 unconnected molecules or ions with the total composition C48H118N14O14P4 at a distorted geometry.

Last column: Löwdin charge in e.
Atoms and positions in Å:
P  -1.16456  0.85192  -0.42413  0.612
P  4.28903  5.28739  5.72651  0.626
P  -2.72318  -1.80408  10.14527  0.572
P  0.35393  -10.22033  -4.70353  0.593
O  -1.23112  12.87268  1.25275  -0.232
O  -5.40640  -6.04896  3.22186  0.040
O  -7.05913  1.02972  -7.10024  0.004
O  -5.97434  -7.97193  2.43117  0.056
O  -4.85967  0.52279  -7.04608  0.112
O  1.35270  3.25040  -9.14133  0.013
O  6.97607  -4.00146  -0.45076  0.070
O  7.08419  1.88416  -9.00928  -0.213
O  -0.14079  0.31367  0.45267  -0.295
O  -3.64978  -2.86442  10.60160  -0.294
O  -0.75262  -11.24626  -4.78916  -0.304
O  5.51592  5.97592  6.18555  -0.303
O  1.41494  5.19898  -7.88541  0.075
O  4.76156  -4.33739  0.05429  0.014
N  -1.63666  -1.14612  11.28467  -0.295
N  -3.69620  -0.49068  9.52514  -0.303
N  3.75652  4.20417  7.02458  -0.297
N  -3.14759  10.49122  0.67978  0.027
N  1.56563  -10.39330  -5.92068  -0.326
N  -1.90075  -0.45882  -1.35990  -0.326
N  -2.42940  1.77430  0.37527  -0.293
N  -0.33872  -8.69850  -4.97345  -0.321
N  -1.67606  -2.19461  8.88015  -0.297
N  1.21470  -10.08375  -3.22443  -0.292
N  4.45849  4.33385  4.30213  -0.284
N  -0.42275  1.93233  -1.52044  -0.321
N  2.86996  6.27059  5.37921  -0.323
N  5.98268  -0.58470  -6.34183  0.012
C  -1.23328  12.01431  0.05742  -0.133
C  7.14587  3.27901  -9.20943  -0.111
C  -1.14341  9.40127  -0.38607  -0.052
C  -7.75821  0.38635  -9.06205  -0.196
C  -6.61952  -7.30048  4.82958  -0.084
C  6.48536  0.00903  -7.58685  -0.399
C  3.45422  3.45227  3.69513  -0.143
C  -0.86123  -1.32267  8.05201  -0.148
C  -2.76273  -1.43294  -0.72268  -0.137
C  -1.26275  2.59869  -2.45287  -0.130
C  5.49126  -0.42763  -8.64469  -0.096
C  1.67561  -11.66240  -6.55241  -0.153
C  5.65801  4.49048  3.29878  -0.056
C  3.57111  4.71353  8.42525  -0.120
C  3.81871  -4.03552  0.94673  -0.191
C  2.09349  -8.93249  -2.86329  -0.121
C  0.51973  2.53183  -9.99968  -0.175
C  -1.11175  -1.01703  -2.46023  -0.102
C  1.55821  -11.38394  -2.50873  -0.071
C  -0.79707  0.04157  10.97503  -0.114
C  -0.83515  14.21863  1.11328  -0.124
C  -5.52773  -5.25088  4.31328  -0.189
C  -5.93714  0.38353  -7.58435  -0.426
C  2.76189  -9.56066  -6.05101  -0.108
C  6.69327  1.57980  -7.66375  -0.165
C  -8.23544  0.96460  -7.86203  -0.221
C  1.49241  5.78404  5.34055  -0.144
C  4.49096  -2.71916  1.54280  -0.164
C  -1.52162  -3.64316  8.46245  -0.078
C  -4.42383  0.44571  10.40340  -0.116
C  0.96049  1.96245  -1.85643  -0.138
C  -6.44938  -0.44497  -8.74569  -0.028
C  -1.75477  10.56563  0.39075  -0.456
C  -0.84403  -8.52165  -6.35173  -0.113
C  4.02776  2.72789  7.01331  -0.112
C  -3.72223  2.08572  -0.34678  -0.100
C  5.96512  -2.82124  1.47164  -0.086
C  -1.91142  -1.26368  12.72048  -0.128
C  -0.67602  3.46635  -10.31990  -0.136
C  -4.35123  -0.57075  8.13745  -0.085
C  -2.30257  1.91772  1.80303  -0.138
C  2.99479  7.67687  4.92468  -0.102
C  -1.23474  -8.10766  -3.98303  -0.114
C  -5.96616  -6.15841  5.51065  -0.157
C  -5.97214  -7.22532  3.44786  -0.419
C  -0.39575  4.77834  -9.49859  -0.058
C  0.87742  4.46220  -8.73186  -0.420
C  5.99737  -3.80043  0.30770  -0.397
H  5.91688  -1.57582  -6.52472  0.061
H  0.15316  1.63026  -9.50885  0.124
H  -4.55893  -4.87786  4.64555  0.123
H  -8.56724  -0.20364  -9.49273  0.119
H  4.00336  2.30947  8.01951  0.076
H  -0.54652  -4.01516  8.77694  0.074
H  -6.20560  -8.20079  5.28370  0.130
H  3.33756  7.60645  3.89237  0.073
H  -1.62210  -7.14196  -4.30778  0.078
H  -2.24659  -4.25567  8.99850  0.063
H  -4.63949  1.91307  0.21619  0.074
H  1.11162  1.55266  -2.85509  0.084
H  5.03250  -1.41632  -8.65507  0.077
H  2.55155  -11.78952  -7.18853  0.084
H  -5.81985  -0.32817  -9.62782  0.116
H  4.23120  -1.95950  0.80556  0.119
H  -0.34246  -9.19856  -7.04332  0.069
H  1.43791  2.92466  -1.67114  0.087
H  3.11661  -9.24312  -2.65161  0.072
H  6.16678  3.71768  -9.01696  0.086
H  6.03176  -0.24910  -9.57425  0.069
H  -0.87587  14.71099  2.08489  0.087
H  -1.25214  -0.31139  8.16430  0.062
H  4.09120  -2.46442  2.52434  0.113
H  1.48452  4.78036  5.76560  0.060
H  4.54788  4.76880  8.90585  0.074
H  -5.15768  -6.42515  6.19131  0.120
H  2.99885  -9.50389  -7.11342  0.084
H  1.08840  -11.29369  -1.52933  0.073
H  -0.03276  -1.01640  -2.30570  0.082
H  -1.27476  1.96849  2.16238  0.075
H  -0.82983  -7.45038  -6.55247  0.082
H  3.10490  3.92152  2.77541  0.076
H  1.71396  -8.40961  -1.98541  0.072
H  1.49342  -12.57435  -5.98387  0.074
H  -6.23122  -4.46594  4.03568  0.131
H  1.14184  5.85694  4.31104  0.078
H  -2.90580  2.72238  2.22344  0.079
H  2.81276  -3.79498  0.60277  0.131
H  -3.79154  1.55581  -1.29678  0.064
H  -3.62650  -0.98459  7.43629  0.053
H  -6.76963  -5.63651  6.03043  0.114
H  7.39326  -0.55567  -7.79882  0.133
H  -2.01614  1.92166  -2.85555  0.071
H  0.28639  -0.06949  11.01855  0.086
H  -5.10747  1.17893  9.97545  0.080
H  5.79407  2.18615  -7.55473  0.113
H  -2.25900  -2.26719  12.96593  0.076
H  7.40437  3.32245  -10.26744  0.092
H  1.54632  1.30693  -1.21207  0.073
H  6.13318  5.46716  3.39056  0.066
H  2.63494  -11.34676  -2.34329  0.068
H  -0.60242  -7.75218  -3.16945  0.067
H  6.44702  -1.91319  1.10926  0.134
H  7.36138  1.89888  -6.86381  0.119
H  -1.36860  10.58910  1.40978  0.118
H  -0.19918  12.20114  -0.23210  0.122
H  6.41025  -3.32378  2.33037  0.133
H  6.45365  3.74780  3.35768  0.069
H  -2.57830  -0.47692  13.07316  0.074
H  -3.30542  9.76216  1.36070  0.076
H  1.10842  -12.21467  -3.05249  0.069
H  7.91116  3.76417  -8.60357  0.087
H  -1.19354  4.74904  -8.75646  0.121
H  -1.82295  3.37899  -1.93769  0.068
H  1.03857  2.34954  -10.94078  0.123
H  -2.04797  -8.78317  -3.71760  0.088
H  2.53805  3.44036  4.28555  0.057
H  0.79802  -11.68943  -7.19834  0.072
H  3.37107  2.24410  6.29026  0.053
H  -3.70567  0.78706  11.14893  0.060
H  -0.35710  5.66399  -10.13280  0.125
H  5.18897  4.43074  2.31666  0.063
H  2.06692  8.24145  5.01639  0.079
H  3.79972  8.11170  5.51723  0.070
H  -1.84718  -8.93987  -6.43467  0.078
H  3.81469  -4.82325  1.70011  0.124
H  -1.14706  0.54659  10.07473  0.055
H  5.03308  -0.27480  -6.19242  0.062
H  -1.63386  2.98874  -10.11368  0.106
H  2.44601  -8.57359  -5.71333  0.061
H  -7.57569  1.17353  -9.79358  0.121
H  -1.01056  -1.22415  13.33287  0.079
H  -1.62910  -3.70919  7.37979  0.073
H  4.99267  2.50525  6.55781  0.067
H  4.66540  0.27760  -8.73796  0.075
H  -1.93297  12.42516  -0.67041  0.117
H  -1.48439  -0.49527  -3.34171  0.078
H  -3.34283  -0.96340  0.07175  0.074
H  -1.15205  9.67092  -1.44215  0.074
H  -1.58618  8.42313  -0.19822  0.072
H  -1.03638  -1.36353  6.97696  0.072
H  0.22520  14.28701  0.87017  0.077
H  -5.25505  -1.17922  8.16856  0.075
H  2.18795  -8.19669  -3.66191  0.057
H  2.86594  4.17488  9.05824  0.073
H  -0.10127  9.20469  -0.13429  0.073
H  -5.10661  -0.21941  10.93210  0.072
H  -8.59772  1.99069  -7.92522  0.142
H  -1.16456  0.85423  11.60163  0.072
H  3.61176  -9.86790  -5.44158  0.081
H  -1.39796  14.72531  0.32929  0.086
H  -3.40810  -1.90487  -1.46354  0.080
H  -1.52712  -2.02470  -2.47317  0.072
H  -2.19992  -2.26375  -0.29714  0.081
H  0.21179  -1.48964  8.14609  0.086
H  -4.50709  0.42417  7.72040  0.072
H  -2.75856  1.00341  2.18277  0.072
H  3.28581  5.76532  8.40434  0.068
H  -3.70700  3.15329  -0.56629  0.065
H  -0.59041  3.10022  -3.14894  0.089
H  -8.91240  0.20651  -7.46814  0.135
H  -3.30498  11.32225  1.23181  0.069
H  0.80800  6.37120  5.95286  0.073
H  3.80000  2.43647  3.50352  0.084
H  -6.62810  -1.51979  -8.71537  0.124
H  -0.59977  3.72779  -11.37533  0.100
H  -7.70588  -7.21291  4.84549  0.136

Properties
**SMILES string**: CN(C)P(=O)(N(C)C)N(C)C.CN(C)P(=O)(N(C)C)N(C)C.CN(C)P(=O)(N(C)C)N(C)C.CN(C)P(=O)(N(C)C)N(C)C.COC[C@H](C)N.COC[C@H](C)N.O=C1CCCO1.O=C1CCCO1.O=C1CCCO1.O=C1CCCO1
**HOMO-LUMO gap**: 8.2 eV
**Max |F|**: 0.1242 Eh/bohr
**HOMO**: -8.138 eV
**Total energy**: -138366.8146 eV

No. 3
ORCA calculation (the ωB97M-V functional and the def2-TZVPD basis) on a molecular structure, C8H11AsCl2N2O3S5Tc.

Last column: natural (NBO) charge in e.
Atoms and positions in Å:
Tc  0.41136  0.51129  -1.13733  0.643
As  2.86272  -0.72602  -2.67652  0.772
Cl  -0.01755  -2.47246  2.96401  -0.009
Cl  -2.10156  -1.97724  0.98620  -0.106
S  -0.20917  1.39917  0.83302  0.305
S  1.72748  1.20570  -2.84732  -0.090
S  0.95577  -1.60352  -1.81292  -0.142
S  3.10499  -2.78482  -5.33278  0.333
S  1.94391  -1.48177  -4.69625  0.242
O  -0.97604  1.81193  -2.03527  -0.540
O  -1.54752  -0.18170  -1.46312  -0.598
O  2.08066  0.37230  -0.16106  -0.414
N  -4.21427  0.13387  -1.92209  -0.664
N  2.25224  0.70815  1.13552  0.019
C  1.21259  1.24128  1.79378  0.027
C  -1.87792  0.93934  -1.95442  0.772
C  3.65674  0.85054  2.99473  -0.190
C  3.47052  0.49832  1.68580  0.048
C  -1.54091  -3.05881  2.31091  -0.365
C  2.59874  1.40925  3.72161  -0.082
C  -3.28731  1.20894  -2.41549  -0.336
C  1.37120  1.60929  3.12653  -0.197
H  -5.19096  0.42116  -2.04207  0.473
H  -3.32734  1.21885  -3.50586  0.290
H  -4.08729  -0.74371  -2.43452  0.463
H  -1.39770  -4.04155  1.87990  0.244
H  4.21575  0.06570  1.03587  0.263
H  2.74464  1.68855  4.75672  0.276
H  -4.07240  -0.08382  -0.93013  0.464
H  -3.62679  2.17748  -2.04978  0.292
H  -2.29943  -3.04966  3.08371  0.249
H  4.62574  0.69091  3.44589  0.282
H  0.53912  2.04308  3.66271  0.276

Properties
**HOMO-LUMO gap (alpha / beta)**: 5.7 / 5.7 eV
**Max |F|**: 0.0072 Eh/bohr
**Net charge**: +3
**HOMO (alpha / beta)**: -17.943 / -17.943 eV
**Total energy**: -159827.3458 eV